Record 1
This record from the Open Molecules 2025 dataset describes 10 unconnected molecules or ions with the total composition C40H106N14O16 at a distorted geometry. The level of theory is the ωB97M-V functional and the def2-TZVPD basis.

ΔE to the lowest compared entry with this formula, charge and spin	1.639	eV
orbital gap	9.26	eV
SMILES	COCCNCCOC.COCCNCCOC.COCCNCCOC.COCCNCCOC.COCCNCCOC.COCCNCCOC.NC(N)=O.NC(N)=O.NC(N)=O.NC(N)=O
HOMO energy	-8.656	eV

Positions of all 176 atoms, in Å:
C  16.603  12.410  16.729
O  17.055  13.446  16.229
N  15.275  12.398  17.035
N  17.376  11.318  16.916
H  15.012  11.656  17.730
H  14.924  13.299  17.366
H  18.293  11.158  16.454
H  16.924  10.619  17.451
C  20.991  8.184  14.094
O  21.267  7.143  13.607
N  21.755  8.825  15.069
N  19.810  8.859  13.732
H  22.637  8.408  15.277
H  21.685  9.808  15.182
H  19.175  8.340  13.148
H  19.349  9.451  14.420
C  15.229  15.849  18.608
O  14.176  15.287  18.481
N  15.286  16.931  19.428
N  16.408  15.536  18.009
H  16.099  17.460  19.402
H  14.371  17.328  19.688
H  16.483  14.955  17.175
H  17.060  16.304  18.053
C  20.782  12.402  15.828
O  20.391  11.254  15.819
N  22.136  12.609  15.854
N  19.957  13.440  15.949
H  22.603  11.686  15.890
H  22.503  13.498  15.523
H  18.963  13.431  15.877
H  20.327  14.400  16.153
C  10.888  8.280  11.693
O  12.013  8.108  12.488
C  13.075  8.986  12.102
C  13.418  10.047  13.194
N  14.822  10.399  13.115
C  15.195  11.627  13.857
C  16.425  12.261  13.179
O  16.262  12.826  11.852
C  15.479  14.043  12.009
H  11.067  7.790  10.691
H  10.631  9.269  11.516
H  9.985  7.760  12.140
H  12.850  9.427  11.121
H  13.974  8.349  11.982
H  13.164  9.456  14.109
H  12.754  10.868  13.110
H  15.050  10.574  12.107
H  15.567  11.165  14.737
H  14.458  12.331  14.164
H  17.252  11.533  13.092
H  16.815  13.158  13.802
H  14.420  13.994  12.480
H  15.419  14.466  11.010
H  16.116  14.653  12.684
C  25.774  9.812  13.224
O  26.256  10.992  12.740
C  25.295  11.978  12.250
C  24.696  12.801  13.454
N  25.683  13.436  14.273
C  25.880  14.863  14.032
C  25.005  15.604  15.077
O  23.633  15.231  15.049
C  22.900  15.671  13.977
H  25.298  9.244  12.436
H  25.106  9.833  14.072
H  26.609  9.242  13.602
H  24.586  11.475  11.601
H  25.871  12.704  11.619
H  24.086  12.128  14.042
H  24.084  13.564  13.007
H  26.563  12.931  14.234
H  25.783  15.172  12.968
H  26.919  15.093  14.240
H  25.066  16.688  14.898
H  25.359  15.354  16.085
H  23.363  15.192  13.086
H  22.916  16.810  13.803
H  21.799  15.346  14.028
C  14.711  8.452  16.821
O  16.039  8.444  17.281
C  16.932  7.365  16.907
C  18.374  7.790  17.070
N  18.806  7.742  18.458
C  20.217  8.228  18.707
C  20.408  8.200  20.198
O  19.385  8.904  20.877
C  19.478  8.746  22.323
H  14.125  7.714  17.401
H  14.543  8.378  15.723
H  14.437  9.475  17.052
H  16.722  7.112  15.831
H  16.728  6.505  17.502
H  18.443  8.805  16.610
H  19.043  7.078  16.527
H  18.222  8.268  19.044
H  20.372  9.279  18.315
H  20.949  7.635  18.179
H  21.408  8.562  20.342
H  20.389  7.148  20.599
H  20.346  9.197  22.809
H  19.330  7.718  22.595
H  18.569  9.345  22.645
C  21.197  11.795  12.335
O  21.158  13.116  11.835
C  19.871  13.695  11.907
C  19.858  14.976  11.083
N  20.502  16.057  11.784
C  20.279  17.228  10.975
C  21.188  18.361  11.281
O  22.493  17.845  11.176
C  23.564  18.785  11.315
H  20.959  11.035  11.574
H  20.598  11.682  13.208
H  22.192  11.479  12.704
H  19.665  13.882  12.966
H  19.160  13.009  11.507
H  18.800  15.278  11.013
H  20.341  14.709  10.114
H  21.487  15.846  11.819
H  19.225  17.556  11.014
H  20.397  16.931  9.863
H  21.025  18.706  12.287
H  20.978  19.154  10.595
H  23.362  19.608  12.023
H  23.856  19.202  10.376
H  24.387  18.188  11.786
C  18.937  16.018  20.532
O  19.359  16.678  19.322
C  20.672  16.316  18.838
C  20.847  16.956  17.462
N  19.842  16.431  16.434
C  19.784  17.288  15.284
C  18.449  17.078  14.620
O  17.385  17.470  15.489
C  16.121  17.541  14.854
H  18.843  14.937  20.434
H  18.022  16.472  20.816
H  19.680  16.296  21.346
H  20.676  15.247  18.837
H  21.397  16.605  19.612
H  21.872  16.860  17.126
H  20.698  18.061  17.430
H  19.007  16.704  16.941
H  20.498  17.008  14.526
H  19.948  18.356  15.503
H  18.278  16.056  14.370
H  18.446  17.597  13.631
H  16.029  16.591  14.313
H  16.157  18.367  14.137
H  15.283  17.813  15.555
C  22.694  12.517  27.203
O  22.474  12.470  25.806
C  23.527  11.926  25.085
C  23.160  12.082  23.573
N  22.111  11.159  23.144
C  21.726  11.620  21.752
C  20.775  12.827  21.561
O  20.283  12.878  20.231
C  19.085  12.126  19.959
H  23.175  11.648  27.536
H  21.707  12.611  27.611
H  23.131  13.543  27.415
H  23.593  10.859  25.344
H  24.532  12.546  25.276
H  24.035  11.941  23.015
H  22.890  13.120  23.428
H  22.629  10.299  23.019
H  21.145  10.866  21.232
H  22.639  11.703  21.117
H  21.222  13.792  21.779
H  19.963  12.671  22.276
H  19.256  11.014  19.912
H  18.616  12.517  19.066
H  18.360  12.300  20.760

=====

Record 2
This record from the Open Molecules 2025 dataset describes 12 unconnected molecules or ions with the total composition C40H108N4O24 at a distorted geometry. The level of theory is the ωB97M-V functional and the def2-TZVPD basis.

ΔE to the lowest compared entry with this formula, charge and spin	3.765	eV
orbital gap	8.80	eV
SMILES	COCCNCCOC.COCCNCCOC.COCCNCCOC.COCCNCCOC.OCCO.OCCO.OCCO.OCCO.OCCO.OCCO.OCCO.OCCO
HOMO energy	-8.548	eV

Positions of all 176 atoms, in Å:
C  -22.155  -11.223  3.862
C  -20.644  -11.341  3.559
O  -20.006  -12.519  3.969
O  -22.932  -12.243  3.284
H  -22.499  -10.228  3.609
H  -22.192  -11.378  4.945
H  -20.112  -10.427  3.857
H  -20.522  -11.330  2.464
H  -19.208  -12.619  3.438
H  -22.662  -13.143  3.470
C  -12.407  -11.836  7.513
C  -11.560  -12.563  8.550
O  -11.213  -11.617  9.558
O  -11.733  -10.712  7.018
H  -13.418  -11.659  7.898
H  -12.589  -12.553  6.704
H  -10.729  -13.056  8.045
H  -12.135  -13.324  9.088
H  -11.891  -11.606  10.236
H  -11.482  -10.186  7.790
C  -17.461  -7.414  10.707
C  -18.158  -6.791  11.912
O  -18.816  -7.778  12.740
O  -18.357  -8.199  9.938
H  -16.575  -7.983  10.994
H  -17.193  -6.556  10.086
H  -18.891  -6.083  11.508
H  -17.554  -6.235  12.626
H  -19.185  -8.362  12.058
H  -17.877  -8.617  9.182
C  -19.261  -6.657  -0.068
C  -18.107  -7.664  -0.079
O  -18.646  -8.976  0.162
O  -19.642  -6.368  1.270
H  -20.108  -7.074  -0.618
H  -19.008  -5.733  -0.598
H  -17.382  -7.456  0.719
H  -17.590  -7.811  -1.031
H  -19.310  -8.818  0.849
H  -19.386  -5.465  1.463
C  -14.147  -12.010  11.705
C  -15.424  -12.137  12.553
O  -16.394  -11.161  12.115
O  -14.417  -12.277  10.365
H  -13.472  -12.772  12.110
H  -13.644  -11.035  11.789
H  -15.253  -12.059  13.628
H  -16.002  -13.029  12.306
H  -16.091  -10.279  12.370
H  -15.203  -11.823  10.041
C  -17.615  -13.565  0.313
C  -16.812  -13.030  1.493
O  -17.371  -11.806  1.936
O  -17.039  -12.888  -0.830
H  -18.678  -13.328  0.390
H  -17.523  -14.644  0.156
H  -15.746  -12.962  1.283
H  -16.962  -13.721  2.328
H  -17.287  -11.109  1.272
H  -17.428  -13.290  -1.614
C  -13.326  -7.106  3.780
C  -12.223  -7.916  3.123
O  -11.606  -7.161  2.011
O  -14.509  -7.118  3.036
H  -12.914  -6.098  3.909
H  -13.470  -7.582  4.757
H  -12.588  -8.784  2.568
H  -11.359  -8.135  3.743
H  -12.383  -6.817  1.552
H  -15.245  -6.653  3.450
C  -15.870  -3.522  2.400
C  -16.319  -4.737  3.193
O  -15.585  -4.855  4.398
O  -16.197  -2.378  3.221
H  -16.424  -3.435  1.463
H  -14.794  -3.475  2.232
H  -16.388  -5.663  2.626
H  -17.372  -4.592  3.476
H  -15.396  -3.966  4.724
H  -15.622  -1.659  2.940
C  -21.782  -19.102  12.181
O  -22.152  -18.023  11.301
C  -21.104  -17.116  11.110
C  -21.568  -16.024  10.146
N  -20.509  -14.990  10.037
C  -20.368  -14.189  11.246
C  -19.400  -12.998  10.923
O  -19.320  -12.623  9.584
C  -20.295  -11.695  9.156
H  -20.935  -19.615  11.723
H  -22.697  -19.682  12.226
H  -21.470  -18.708  13.149
H  -20.211  -17.615  10.722
H  -20.961  -16.547  12.039
H  -22.503  -15.560  10.471
H  -21.662  -16.398  9.125
H  -20.593  -14.377  9.241
H  -19.827  -14.745  12.010
H  -21.294  -13.779  11.669
H  -18.411  -13.333  11.244
H  -19.605  -12.167  11.608
H  -20.227  -11.572  8.073
H  -20.029  -10.684  9.484
H  -21.334  -11.933  9.388
C  -12.369  -3.470  5.842
O  -12.204  -2.629  6.968
C  -12.542  -1.294  6.702
C  -11.302  -0.563  6.107
N  -11.635  0.530  5.182
C  -10.435  1.371  4.961
C  -10.786  2.817  5.407
O  -9.823  3.772  5.010
C  -8.502  3.615  5.464
H  -11.501  -3.350  5.191
H  -13.297  -3.267  5.299
H  -12.450  -4.534  6.066
H  -12.688  -0.800  7.663
H  -13.413  -1.179  6.051
H  -10.594  -1.254  5.643
H  -10.685  -0.160  6.924
H  -12.326  1.154  5.582
H  -10.069  1.307  3.933
H  -9.550  1.093  5.537
H  -10.777  2.745  6.503
H  -11.763  3.139  5.058
H  -7.797  4.103  4.794
H  -8.236  2.568  5.613
H  -8.395  4.113  6.437
C  -17.398  -9.160  3.849
O  -17.893  -9.240  5.171
C  -17.621  -10.494  5.783
C  -17.636  -10.425  7.284
N  -16.790  -9.339  7.822
C  -15.379  -9.611  7.955
C  -14.579  -8.407  8.532
O  -14.074  -7.515  7.569
C  -15.062  -6.824  6.819
H  -17.149  -8.142  3.550
H  -18.175  -9.562  3.197
H  -16.417  -9.635  3.760
H  -16.643  -10.797  5.376
H  -18.270  -11.248  5.323
H  -17.372  -11.368  7.757
H  -18.645  -10.090  7.536
H  -17.000  -8.538  7.233
H  -14.835  -10.002  7.087
H  -15.256  -10.354  8.751
H  -13.692  -8.820  9.009
H  -15.303  -8.018  9.249
H  -15.308  -7.320  5.874
H  -14.736  -5.845  6.473
H  -15.947  -6.730  7.451
C  -17.044  -1.605  8.051
O  -16.070  -2.612  8.178
C  -15.773  -2.960  9.522
C  -14.936  -4.224  9.585
N  -15.198  -5.036  10.767
C  -14.715  -4.450  12.012
C  -14.438  -5.602  13.032
O  -13.995  -6.787  12.382
C  -12.582  -6.937  12.470
H  -18.064  -1.970  8.181
H  -16.832  -1.040  7.142
H  -16.799  -0.850  8.817
H  -16.696  -3.063  10.098
H  -15.190  -2.153  9.981
H  -13.845  -4.084  9.534
H  -15.108  -4.796  8.675
H  -14.775  -5.947  10.677
H  -15.384  -3.708  12.440
H  -13.709  -4.069  11.763
H  -15.418  -5.801  13.484
H  -13.860  -5.365  13.926
H  -12.140  -6.151  11.845
H  -12.358  -7.940  12.114
H  -12.104  -6.803  13.445

=====

| no. | E (Ha) |
| --- | --- |
| 1 | -3557.8672 |
| 2 | -3613.1659 |